(1)
Computed, not measured: a molecular structure, C31H29BaF10N6O8 at a distorted geometry, with ωB97M-V/def2-TZVPD.

The molar mass is 940.9 g/mol. As for the LUMO energy: -0.621 eV. Its total charge is -1. For the energy above the lowest of the compared OMol25 structures with the same formula, charge and spin, the calculation gives 1.014 eV. The gap between HOMO and LUMO comes out at 1.722 eV.

Atoms and positions in Å:
Ba: 0.235 2.246 2.930
C: 5.172 -3.815 -0.302
C: 3.952 -4.191 0.527
N: 2.997 -3.103 0.659
C: 3.107 -2.254 1.737
C: 2.348 -1.169 1.970
C: 2.691 -0.277 3.165
O: 3.399 -0.764 4.048
O: 2.221 0.886 3.043
C: 1.235 -0.903 1.075
O: 0.298 -0.152 1.289
C: 1.269 -1.686 -0.195
C: 0.406 -1.286 -1.210
C: 0.386 -2.008 -2.374
F: -0.402 -1.618 -3.407
C: 1.180 -3.135 -2.551
C: 2.050 -3.525 -1.549
C: 2.125 -2.784 -0.361
N: 1.153 -3.906 -3.760
C: -0.081 -4.026 -4.514
C: 0.099 -5.210 -5.491
N: 1.275 -6.007 -5.002
C: 2.553 -5.235 -5.204
C: 2.301 -3.818 -4.644
H: 5.864 -4.657 -0.376
H: 5.699 -2.980 0.159
H: 4.890 -3.509 -1.312
H: 4.255 -4.469 1.536
H: 3.441 -5.065 0.117
H: 3.876 -2.497 2.463
H: -0.169 -0.379 -1.069
H: 2.654 -4.411 -1.705
H: -0.335 -3.138 -5.098
H: -0.898 -4.208 -3.817
H: 0.357 -4.883 -6.496
H: -0.766 -5.866 -5.543
H: 1.322 -6.931 -5.422
H: 1.161 -6.101 -3.988
H: 2.769 -5.250 -6.270
H: 3.330 -5.775 -4.666
H: 2.132 -3.110 -5.465
H: 3.167 -3.476 -4.087
O: -0.081 4.070 0.847
C: -0.544 4.523 -0.181
C: -0.572 3.939 -1.515
C: -1.187 4.718 -2.488
C: -1.261 4.296 -3.802
C: -0.704 3.057 -4.186
C: -0.091 2.277 -3.258
C: 0.018 2.654 -1.856
O: 0.591 1.916 -1.032
N: -1.895 5.121 -4.790
O: -2.353 6.207 -4.454
O: -1.959 4.706 -5.946
H: -1.001 5.531 -0.154
H: -1.617 5.673 -2.212
H: -0.769 2.747 -5.219
H: 0.348 1.331 -3.540
C: 0.198 1.740 5.675
H: 1.184 1.621 6.162
H: -0.364 0.843 6.025
H: -0.306 2.580 6.188
N: -3.216 -0.488 4.672
C: -4.237 -0.179 3.799
C: -3.620 0.159 2.633
N: -2.254 0.070 2.770
C: -2.048 -0.307 4.007
H: -3.295 -0.642 5.660
H: -5.272 -0.183 4.097
H: -4.080 0.488 1.714
H: -1.087 -0.436 4.485
F: -2.949 3.964 6.283
C: -3.285 3.646 5.023
F: -2.878 2.398 4.814
F: -4.645 3.623 4.986
C: -2.605 4.619 3.990
O: -1.342 4.290 3.806
C: -3.429 4.566 2.658
F: -2.822 5.239 1.680
F: -4.684 5.070 2.739
F: -3.548 3.287 2.241
C: -2.735 6.073 4.574
F: -3.949 6.336 5.127
F: -2.549 7.004 3.618
F: -1.824 6.302 5.518



(2)
Computed, not measured: 2 unconnected molecules or ions with the total composition C31H29F3NO at a distorted geometry, with ωB97M-V/def2-TZVPD.

The molar mass is 488.6 g/mol. As for the LUMO energy: -6.079 eV. Its total charge is +1. For the energy above the lowest of the compared OMol25 structures with the same formula, charge and spin, the calculation gives 1.098 eV. The gap between HOMO and LUMO comes out at 5.220 eV.

Atoms and positions in Å:
F: -5.701 4.709 0.061
C: -5.532 3.947 1.198
F: -5.104 4.806 2.170
F: -6.772 3.494 1.565
C: -4.604 2.796 0.964
C: -3.508 2.560 1.793
C: -2.588 1.589 1.435
C: -2.787 0.755 0.286
C: -1.822 -0.247 -0.013
C: -1.962 -1.258 -1.015
C: -1.587 -2.606 -0.726
C: -1.650 -3.599 -1.688
C: -2.099 -3.299 -2.979
C: -2.460 -1.981 -3.302
C: -2.373 -0.967 -2.350
C: -3.983 0.959 -0.460
C: -4.868 1.970 -0.128
H: -3.362 3.157 2.696
H: -1.685 1.451 2.045
H: -1.125 -0.412 0.809
H: -1.251 -2.848 0.283
H: -1.333 -4.616 -1.439
H: -2.134 -4.075 -3.746
H: -2.802 -1.731 -4.307
H: -2.586 0.073 -2.617
H: -4.206 0.321 -1.316
H: -5.755 2.131 -0.732
O: 0.779 -1.299 0.598
C: 1.953 -0.546 0.405
C: 2.253 -0.038 1.808
C: 1.647 -0.692 2.885
C: 1.754 -0.141 4.163
C: 2.501 1.020 4.368
C: 3.152 1.644 3.295
C: 3.010 1.118 2.009
C: 2.965 -1.564 -0.154
C: 2.554 -2.575 -1.029
C: 3.464 -3.557 -1.445
C: 4.782 -3.552 -0.974
C: 5.172 -2.574 -0.053
C: 4.269 -1.578 0.339
C: 1.698 0.588 -0.618
C: 1.098 1.954 -0.225
C: 0.598 2.503 -1.579
C: 0.465 1.281 -2.501
N: 0.773 0.152 -1.626
H: 0.254 -1.167 -0.215
H: 1.050 -1.588 2.729
H: 1.232 -0.646 4.979
H: 2.588 1.445 5.369
H: 3.759 2.541 3.426
H: 3.459 1.604 1.140
H: 1.517 -2.648 -1.358
H: 3.124 -4.333 -2.134
H: 5.492 -4.315 -1.300
H: 6.176 -2.577 0.374
H: 4.578 -0.814 1.050
H: 2.701 0.807 -1.043
H: 0.261 1.810 0.470
H: 1.852 2.593 0.245
H: -0.345 3.068 -1.525
H: 1.383 3.162 -1.970
H: -0.522 1.163 -2.946
H: 1.176 1.378 -3.338
H: 1.016 -0.705 -2.106



(3)
Computed, not measured: a molecular structure, C31H29N3O4PS3SbTeW, with ωB97M-V/def2-TZVPD.

The molar mass is 1068.0 g/mol. As for the LUMO energy (spin up / spin down): 2.152 / 2.143 eV. Its total charge is -1. For the energy above the lowest of the compared OMol25 structures with the same formula, charge and spin, the calculation gives 0.848 eV. The gap between HOMO and LUMO (spin up / spin down) comes out at 6.257 / 6.047 eV. As for the spin multiplicity: 2.

Atoms and positions in Å:
W: 1.177 -1.232 0.457
O: 2.199 -2.804 1.435
N: 2.961 -2.513 2.483
C: 3.589 -3.556 3.067
C: 4.383 -3.368 4.162
C: 4.528 -2.078 4.679
C: 3.868 -1.038 4.073
C: 3.064 -1.255 2.952
S: 2.162 0.013 2.138
H: 3.386 -4.501 2.587
H: 4.875 -4.221 4.606
H: 5.149 -1.898 5.546
H: 3.944 -0.025 4.442
S: 3.188 -0.639 -0.864
C: 2.634 -1.603 -2.198
S: 1.202 -2.448 -1.800
C: 3.290 -1.650 -3.414
C: 4.470 -0.896 -3.641
N: 5.432 -0.286 -3.826
C: 2.794 -2.445 -4.477
N: 2.391 -3.084 -5.350
C: -4.708 -3.089 0.872
C: -3.233 -3.415 0.879
O: -2.673 -2.892 2.094
P: -1.224 -2.245 2.231
O: -0.515 -2.417 0.869
Te: -0.221 -3.042 4.201
O: -1.421 -0.649 2.255
C: -1.737 0.165 3.384
C: -3.181 0.606 3.301
H: -5.180 -3.467 -0.036
H: -4.858 -2.012 0.924
H: -5.199 -3.543 1.732
H: -2.704 -2.999 0.022
H: -3.069 -4.493 0.886
H: -1.048 1.011 3.329
H: -1.521 -0.396 4.297
H: -3.371 1.107 2.351
H: -3.410 1.301 4.112
H: -3.850 -0.251 3.382
C: -4.744 1.239 -2.018
C: -3.858 2.260 -2.334
C: -2.529 2.161 -1.957
C: -2.070 1.057 -1.241
C: -2.965 0.039 -0.928
C: -4.296 0.127 -1.322
Sb: 0.005 0.815 -0.820
C: 0.665 1.141 -2.816
C: 1.742 1.968 -3.116
C: 2.222 2.053 -4.416
C: 1.630 1.308 -5.424
C: 0.551 0.484 -5.135
C: 0.072 0.402 -3.836
C: 0.406 2.724 0.050
C: -0.587 3.601 0.476
C: -0.258 4.782 1.128
C: 1.072 5.104 1.359
C: 2.070 4.230 0.951
C: 1.738 3.045 0.313
H: -5.781 1.305 -2.323
H: -4.199 3.125 -2.889
H: -1.838 2.948 -2.240
H: -2.613 -0.830 -0.384
H: -4.983 -0.677 -1.095
H: 2.232 2.542 -2.339
H: 3.081 2.674 -4.631
H: 2.024 1.349 -6.432
H: 0.106 -0.123 -5.912
H: -0.755 -0.265 -3.619
H: -1.632 3.367 0.309
H: -1.044 5.451 1.458
H: 1.329 6.027 1.864
H: 3.111 4.465 1.140
H: 2.527 2.351 0.037